The following is a quantum chemistry calculation of a 4-piece molecular cluster, C33H63I3N4O7S overall in a non-equilibrium geometry, from the Open Molecules 2025 dataset.

The LUMO energy comes out at -0.01318 hartree. The structure (SMILES) is CCCCCCCCCCCCC[C@]1([C@H](I)[C@@H](C)I)[C@](O)(I)NC(=O)[C@@]1(S)CCCC(=O)O.CNC(C)=O.CNC(C)=O.CNC(C)=O. The calculation puts the frontier orbital gap at 8.7933 eV. As for the charge: 0.

Element x y z (Å)
C 1.162 -6.198 -2.154
C 0.316 -5.510 -3.219
C -0.179 -4.088 -2.844
C -0.786 -3.919 -1.415
C -0.013 -2.789 -0.679
C 1.318 -3.256 -0.057
C 2.577 -2.639 -0.725
C 3.680 -2.513 0.328
C 5.026 -1.989 -0.221
C 5.482 -0.675 0.456
C 5.248 0.566 -0.437
C 3.814 1.050 -0.208
C 3.460 2.191 -1.176
C 2.061 2.843 -0.960
C 2.148 4.090 -0.024
I 3.767 4.073 1.431
C 0.831 4.494 0.718
C 0.755 4.316 2.242
I 0.588 6.658 0.426
C 0.969 1.770 -0.753
O -0.394 2.190 -1.027
I 0.715 0.778 1.163
N 1.245 0.946 -1.927
C 1.145 1.898 -2.985
O 0.822 1.612 -4.074
C 1.596 3.272 -2.429
S 3.004 4.040 -3.395
C 0.530 4.430 -2.513
C -0.387 4.396 -3.763
C 0.202 4.983 -5.067
C 0.728 3.977 -6.050
O 1.833 4.068 -6.466
O -0.080 3.002 -6.487
H 0.572 -6.425 -1.254
H 1.503 -7.160 -2.546
H 2.064 -5.640 -1.896
H -0.554 -6.101 -3.512
H 0.947 -5.386 -4.105
H 0.656 -3.392 -2.957
H -0.940 -3.790 -3.568
H -0.781 -4.842 -0.837
H -1.834 -3.623 -1.503
H -0.673 -2.455 0.128
H 0.108 -1.962 -1.382
H 1.334 -2.905 0.982
H 1.390 -4.344 -0.018
H 2.855 -3.327 -1.530
H 2.311 -1.687 -1.193
H 3.292 -1.913 1.155
H 3.834 -3.519 0.731
H 5.025 -1.906 -1.309
H 5.786 -2.739 0.010
H 4.831 -0.540 1.321
H 6.514 -0.708 0.801
H 5.290 0.260 -1.488
H 6.006 1.343 -0.316
H 3.586 1.256 0.835
H 3.178 0.208 -0.498
H 4.243 2.944 -1.188
H 3.530 1.726 -2.156
H 2.419 4.917 -0.665
H -0.074 4.071 0.301
H 1.237 5.115 2.794
H 1.064 3.337 2.595
H -0.305 4.406 2.506
H -0.956 1.986 -0.267
H 0.583 0.186 -2.050
H 3.579 4.816 -2.449
H -0.166 4.373 -1.684
H 1.081 5.363 -2.534
H -1.220 5.053 -3.497
H -0.857 3.427 -3.911
H -0.622 5.499 -5.574
H 0.927 5.757 -4.853
H 0.525 2.299 -6.772
C -0.281 -4.524 4.222
N 0.075 -5.081 2.929
C -0.486 -6.123 2.276
C -1.636 -6.831 2.943
O -0.059 -6.453 1.177
H -0.556 -3.476 4.090
H 0.588 -4.579 4.881
H -1.112 -5.054 4.675
H 0.836 -4.663 2.414
H -1.977 -7.635 2.295
H -1.321 -7.260 3.895
H -2.460 -6.134 3.106
C -6.588 -6.427 3.313
N -5.309 -5.935 3.790
C -5.029 -4.735 4.364
C -6.170 -3.765 4.547
O -3.889 -4.465 4.716
H -6.842 -7.343 3.848
H -6.510 -6.656 2.249
H -7.377 -5.697 3.463
H -4.505 -6.535 3.699
H -5.790 -2.862 5.015
H -6.604 -3.501 3.582
H -6.936 -4.195 5.193
C -3.015 8.562 0.422
N -2.744 7.853 1.657
C -3.580 7.635 2.707
C -4.982 8.188 2.613
O -3.194 7.011 3.683
H -2.862 7.884 -0.421
H -2.318 9.397 0.327
H -4.031 8.941 0.394
H -1.824 7.457 1.786
H -5.521 7.932 3.521
H -4.958 9.274 2.516
H -5.507 7.753 1.762

---

The following is a quantum chemistry calculation of C33H64FIN8NbO4 as an isolated structure in a non-equilibrium geometry, from the Open Molecules 2025 dataset.

As for the energy above the lowest of the compared OMol25 structures with the same formula, charge and spin: 0.0 kJ/mol. The LUMO energy comes out at 0.06439 hartree. The calculation puts the frontier orbital gap at 5.8528 eV. As for the charge: -1.

Element x y z (Å)
C -0.530 5.802 -5.124
C -0.432 4.426 -4.430
C 0.680 4.289 -3.366
F 1.231 5.561 -3.048
Nb 0.176 3.127 -1.428
O 1.317 4.392 -0.331
I -2.005 4.921 -1.137
C -1.023 1.656 -2.647
C -0.385 1.092 -3.937
N -0.081 -0.358 -3.814
C 2.050 1.918 -1.694
C 2.336 0.706 -0.780
C 1.512 -0.541 -1.045
N 0.257 -0.676 -0.434
O 1.977 -1.412 -1.782
C -0.491 2.204 0.554
O -1.735 1.507 0.520
O -2.387 1.640 1.812
H 0.307 6.456 -4.883
H -0.528 5.665 -6.215
H -1.480 6.291 -4.883
H -1.415 4.151 -4.032
H -0.201 3.679 -5.198
H 1.506 3.725 -3.834
H 2.230 4.101 -0.227
H -1.980 2.151 -2.852
H -1.239 0.791 -2.007
H 0.499 1.656 -4.262
H -1.105 1.219 -4.761
H 0.922 -0.510 -3.855
H -0.447 -0.838 -4.630
H 2.893 2.613 -1.573
H 2.125 1.557 -2.731
H 3.366 0.363 -0.963
H 2.306 1.008 0.276
H 0.333 -0.901 0.554
H -0.215 -1.464 -0.870
H 0.264 1.554 1.034
H -0.646 3.066 1.220
H -1.723 1.257 2.411
C -4.306 -5.006 -0.127
C -2.831 -4.938 0.249
C -2.309 -3.504 0.427
C -2.432 -2.723 -0.808
N -2.531 -2.122 -1.786
H -4.490 -4.520 -1.087
H -4.631 -6.044 -0.213
H -4.927 -4.523 0.625
H -2.236 -5.437 -0.518
H -2.670 -5.478 1.185
H -1.256 -3.516 0.714
H -2.859 -2.989 1.215
C 6.688 -0.535 1.158
C 5.825 -0.604 2.412
C 4.418 -0.033 2.201
C 4.479 1.375 1.806
N 4.536 2.464 1.434
H 6.842 0.497 0.841
H 7.669 -0.975 1.342
H 6.223 -1.077 0.333
H 6.317 -0.059 3.223
H 5.736 -1.643 2.735
H 3.821 -0.111 3.111
H 3.892 -0.580 1.416
C -7.986 -1.404 1.521
C -6.940 -0.429 2.050
C -5.565 -1.083 2.247
C -5.655 -2.177 3.217
N -5.770 -3.064 3.944
H -8.162 -2.222 2.222
H -8.937 -0.895 1.362
H -7.673 -1.834 0.568
H -7.278 -0.007 2.999
H -6.825 0.399 1.354
H -4.833 -0.359 2.604
H -5.201 -1.478 1.301
C -2.118 -3.977 4.458
C -0.661 -3.896 4.918
C -0.177 -2.470 5.200
C -0.262 -1.653 3.993
N -0.302 -1.044 3.017
H -2.269 -3.446 3.518
H -2.406 -5.016 4.299
H -2.800 -3.552 5.196
H -0.007 -4.338 4.163
H -0.544 -4.491 5.826
H 0.860 -2.461 5.532
H -0.776 -2.007 5.986
C 4.205 1.908 7.566
C 5.260 0.879 7.180
C 4.855 0.045 5.959
C 3.627 -0.712 6.203
N 2.667 -1.313 6.410
H 3.268 1.428 7.850
H 4.543 2.502 8.416
H 4.000 2.590 6.740
H 5.452 0.213 8.023
H 6.200 1.384 6.951
H 5.640 -0.667 5.701
H 4.692 0.693 5.095
C -0.466 -0.488 -7.718
C -0.514 0.464 -8.907
C 0.752 1.321 -9.027
C 0.943 2.140 -7.830
N 1.104 2.764 -6.877
H -0.396 0.060 -6.776
H -1.367 -1.099 -7.678
H 0.394 -1.158 -7.784
H -1.383 1.119 -8.816
H -0.637 -0.104 -9.832
H 0.693 1.983 -9.892
H 1.632 0.687 -9.151